ORCA calculation (ωB97M-V/def2-TZVPD) on a structure of composition C35H45BFN7O3RuS3.

Its multiplicity is 2. The HOMO-LUMO gap (spin up / spin down) is 7.39 / 7.01 eV. The energy above the lowest of the compared OMol25 structures with the same formula, charge and spin is 0.0 kcal/mol. Its net charge is +1.

Each line ends with the Löwdin charge.
Positions of all 96 atoms, in Å:
Ru (0.664, -0.052, -0.943)  0.69
C (-1.503, -1.002, -5.754)  -0.04
C (-2.484, -0.741, -4.613)  -0.53
C (-3.906, -0.871, -5.150)  -0.05
C (-2.314, 0.647, -4.001)  -0.03
N (-2.283, -1.783, -3.545)  0.03
C (-3.258, -2.665, -3.120)  -0.02
C (-2.714, -3.436, -2.158)  -0.03
N (-1.405, -3.042, -1.990)  0.03
B (-0.537, -3.711, -0.900)  -0.57
N (-0.817, -3.107, 0.508)  0.03
C (-0.720, -3.916, 1.613)  -0.03
C (-1.079, -3.195, 2.694)  -0.01
N (-1.392, -1.924, 2.252)  0.02
C (-1.203, -1.887, 0.913)  -0.58
S (-1.424, -0.494, -0.127)  0.77
C (-1.901, -0.825, 3.140)  -0.53
C (-3.310, -0.442, 2.692)  -0.03
C (-1.963, -1.338, 4.577)  -0.05
C (-0.940, 0.358, 3.082)  -0.03
N (0.972, -3.777, -1.262)  0.03
C (1.381, -4.745, -2.153)  -0.03
C (2.698, -4.583, -2.364)  -0.03
N (3.115, -3.508, -1.597)  0.02
C (2.035, -3.017, -0.948)  -0.62
S (1.955, -1.649, 0.133)  0.70
C (4.563, -3.090, -1.654)  -0.54
C (4.943, -2.016, -0.645)  -0.08
C (5.406, -4.334, -1.362)  -0.03
C (4.817, -2.569, -3.068)  -0.02
C (-1.164, -2.022, -2.829)  -0.63
S (0.363, -1.195, -2.948)  0.71
H (-1.696, -0.286, -6.553)  0.10
H (-1.638, -2.008, -6.156)  0.09
H (-0.471, -0.880, -5.435)  0.04
H (-4.038, -0.113, -5.920)  0.10
H (-4.653, -0.686, -4.377)  0.09
H (-4.090, -1.844, -5.609)  0.09
H (-2.553, 1.395, -4.756)  0.10
H (-1.304, 0.830, -3.647)  0.04
H (-2.998, 0.786, -3.162)  0.10
H (-4.246, -2.681, -3.537)  0.12
H (-3.137, -4.243, -1.588)  0.13
H (-0.907, -4.854, -0.839)  0.13
H (-0.425, -4.947, 1.531)  0.13
H (-1.151, -3.488, 3.722)  0.12
H (-3.978, -1.303, 2.745)  0.10
H (-3.318, -0.048, 1.678)  0.05
H (-3.697, 0.331, 3.358)  0.10
H (-2.642, -2.184, 4.685)  0.09
H (-2.346, -0.530, 5.199)  0.10
H (-0.978, -1.609, 4.958)  0.09
H (-0.986, 0.854, 2.117)  0.04
H (0.085, 0.029, 3.260)  0.10
H (-1.211, 1.074, 3.859)  0.10
H (0.693, -5.469, -2.550)  0.13
H (3.372, -5.142, -2.983)  0.12
H (4.725, -2.316, 0.379)  0.07
H (4.458, -1.066, -0.842)  0.06
H (6.021, -1.875, -0.734)  0.09
H (5.166, -4.739, -0.378)  0.10
H (6.459, -4.053, -1.369)  0.09
H (5.273, -5.119, -2.104)  0.08
H (4.174, -1.714, -3.280)  0.09
H (4.637, -3.333, -3.824)  0.08
H (5.856, -2.250, -3.153)  0.10
C (-1.183, 6.891, 0.985)  -0.04
C (-1.005, 5.995, 2.203)  -0.29
C (-0.152, 6.685, 3.254)  -0.14
C (0.071, 5.779, 4.450)  -0.12
C (0.740, 4.513, 3.998)  -0.13
C (1.608, 3.827, 4.812)  0.07
C (2.207, 2.648, 4.370)  -0.25
F (3.044, 2.016, 5.206)  0.08
C (1.958, 2.128, 3.136)  0.06
C (1.076, 2.813, 2.286)  -0.06
C (0.758, 2.233, 0.991)  -0.31
O (1.292, 1.127, 0.681)  -0.19
C (-0.158, 2.947, 0.188)  -0.03
C (-0.678, 4.128, 0.661)  0.05
N (-0.385, 4.680, 1.838)  0.05
C (0.481, 4.011, 2.704)  -0.06
C (-0.572, 2.563, -1.202)  -0.59
O (-1.483, 3.147, -1.747)  0.09
O (0.172, 1.662, -1.802)  -0.23
H (-1.451, 7.889, 1.330)  0.09
H (-1.974, 6.562, 0.316)  0.08
H (-0.252, 6.966, 0.421)  0.10
H (-1.982, 5.764, 2.637)  0.16
H (-0.657, 7.604, 3.548)  0.13
H (0.807, 6.966, 2.809)  0.14
H (-0.891, 5.539, 4.913)  0.13
H (0.676, 6.269, 5.213)  0.13
H (1.836, 4.192, 5.806)  0.14
H (2.417, 1.209, 2.802)  0.14
H (-1.371, 4.656, 0.024)  0.14